C3H4O3 | ωB97M-V with the def2-TZVPD basis set

2S+1: 1
ΔE to the lowest compared entry with this formula, charge and spin: 50.0 kcal per mole
LUMO level: 0.72 eV
Largest force on an atom: 6.04 eV/A
SMILES: O=C1COCO1
Molecular weight: 88.062 g mol⁻¹
Kohn-Sham gap: 10.88 eV
HOMO level: -0.37329 Eh

Each line ends with the Löwdin charge.
Atoms and positions in Å:
O: 0.7507 -0.6652 0.7757  -0.064
H: 1.7528 -0.7054 -1.0018  0.141
H: 1.8209 0.6611 -0.0335  0.130
H: -1.1621 -1.3715 0.7660  0.113
C: -0.9627 0.5965 -0.4837  -0.362
C: -0.7346 -0.3995 0.7337  0.020
O: -1.7960 1.4246 -0.8640  0.111
H: -0.9324 0.0388 1.7280  0.135
C: 1.1065 -0.0563 -0.3945  -0.312
O: 0.1569 0.4768 -1.2260  0.088

Cartesian forces, eV/Å:
O -4.4 -0.1 -0.3
H -0.5 -0.4 -0.1
H 0.2 1.5 -0.5
H -1.0 -0.6 -0.8
C -1.6 1.9 -1.3
C 1.5 1.1 1.9
O 1.4 -3.0 2.1
H -0.3 0.3 -0.7
C 5.9 -0.6 -1.2
O -1.1 -0.1 0.8

C3H6N2S2 | ωB97M-V with the def2-TZVPD basis set

2S+1: 1
ΔE to the lowest compared entry with this formula, charge and spin: 43.4 kcal per mole
LUMO level: 0.42 eV
Largest force on an atom: 4.46 eV/A
SMILES: CN1CSC(=S)N1
Molecular weight: 134.229 g mol⁻¹
Kohn-Sham gap: 8.87 eV
HOMO level: -0.31048 Eh

Each line ends with the Löwdin charge.
Atoms and positions in Å:
H: -1.6289 1.5826 -0.1204  0.032
C: 0.7914 -1.5319 0.2756  -1.230
N: 0.8736 -0.2279 0.8166  -0.090
H: -1.7570 -0.0522 0.2463  0.129
C: 0.4928 0.4027 -1.2981  -0.392
H: 1.4526 0.5798 -1.7465  0.076
S: 0.3278 -1.4586 -1.4015  0.900
C: -1.1196 0.9281 0.4454  -0.079
H: -0.2041 0.9594 -1.8433  0.070
H: 0.6152 -0.3651 1.8442  0.145
H: -1.2187 1.2311 1.5020  0.098
S: 1.1018 -2.8215 1.2109  0.602
N: 0.2731 0.7732 0.0687  -0.262

Cartesian forces, eV/Å:
H -1.2 2.9 -2.1
C 0.0 1.1 0.2
N 0.1 -2.5 1.9
H 1.4 1.4 0.8
C 0.0 -0.7 0.4
H 0.7 0.5 0.6
S -0.2 0.2 0.2
C -0.4 -4.2 1.5
H -1.3 0.3 -1.2
H 0.6 1.1 -1.8
H 0.2 -0.3 -0.5
S 0.0 -0.5 -0.1
N 0.1 0.6 0.1

Please write out number 1 again, unchanged.
C3H4O3 | ωB97M-V with the def2-TZVPD basis set

2S+1: 1
ΔE to the lowest compared entry with this formula, charge and spin: 50.0 kcal per mole
LUMO level: 0.72 eV
Largest force on an atom: 6.04 eV/A
SMILES: O=C1COCO1
Molecular weight: 88.062 g mol⁻¹
Kohn-Sham gap: 10.88 eV
HOMO level: -0.37329 Eh

Each line ends with the Löwdin charge.
Atoms and positions in Å:
O: 0.7507 -0.6652 0.7757  -0.064
H: 1.7528 -0.7054 -1.0018  0.141
H: 1.8209 0.6611 -0.0335  0.130
H: -1.1621 -1.3715 0.7660  0.113
C: -0.9627 0.5965 -0.4837  -0.362
C: -0.7346 -0.3995 0.7337  0.020
O: -1.7960 1.4246 -0.8640  0.111
H: -0.9324 0.0388 1.7280  0.135
C: 1.1065 -0.0563 -0.3945  -0.312
O: 0.1569 0.4768 -1.2260  0.088

Cartesian forces, eV/Å:
O -4.4 -0.1 -0.3
H -0.5 -0.4 -0.1
H 0.2 1.5 -0.5
H -1.0 -0.6 -0.8
C -1.6 1.9 -1.3
C 1.5 1.1 1.9
O 1.4 -3.0 2.1
H -0.3 0.3 -0.7
C 5.9 -0.6 -1.2
O -1.1 -0.1 0.8